DFT (ωB97M-V/def2-TZVPD) results for a molecular structure, C6H7F5S at a distorted geometry.

E_tot: -1130.23978 a.u.
LUMO energy: 0.564 eV
total charge: 0

```
19
Properties=species:S:1:pos:R:3:forces:R:3:nbo_charge:R:1
C -1.7571 0.2624 0.5535 3.08 -0.06 -1.44 -0.448
C -1.5775 -0.0987 -0.7087 2.22 -0.55 -1.54 -0.178
C 2.0122 -0.8363 -0.1319 -0.26 0.55 1.37 -0.667
C 0.1770 0.0832 -1.6729 -4.03 -0.30 4.40 0.247
C 1.1452 -1.0607 -1.3263 -1.23 0.20 -1.80 0.202
C 0.4259 -2.4641 -1.4482 -0.61 -0.05 0.89 0.956
F -0.2751 -0.0614 -2.8972 0.05 0.37 -1.74 -0.330
F 1.9691 -0.9818 -2.4618 0.61 -0.76 0.25 -0.347
F -0.5640 -2.6053 -0.5529 -0.41 0.68 0.30 -0.323
F -0.1182 -2.7945 -2.6272 0.64 0.74 -0.03 -0.303
F 1.2691 -3.4140 -1.1030 1.44 -0.77 -0.32 -0.315
S 0.9602 1.6293 -1.1833 0.28 -0.03 -0.33 -0.014
H -2.6826 0.1804 0.9561 -2.79 -0.31 1.29 0.202
H -0.9492 0.5475 1.2453 -0.31 0.26 -0.66 0.208
H -2.3585 -0.6628 -1.3416 1.39 1.30 0.81 0.216
H 2.4662 0.1589 -0.2540 0.56 -0.88 -0.12 0.248
H 2.6807 -1.6541 0.0388 0.87 -0.26 -0.55 0.250
H 1.5664 -0.7468 0.8681 -0.91 -0.08 -0.55 0.248
H 0.0697 2.5238 -1.5828 -0.61 -0.06 -0.23 0.150
```
Positions in Å, forces in eV/Å.